{"formula": "C48H107N11O8", "method": "the ωB97M-V functional and the def2-TZVPD basis", "smiles": "CC1(C)CCCC(C)(C)N1O.CC1(C)CCCC(C)(C)N1O.CC1(C)CCCC(C)(C)N1O.CC1(C)CCCC(C)(C)N1O.CC1(C)CCCC(C)(C)N1O.NC(N)=O.NC(N)=O.NC(N)=O", "e_lumo_ev": 0.41, "charge": 0, "homo_lumo_gap_ev": 8.29, "homo_ev": -7.88, "energy_ha": -3097.0819, "e_above_lowest_kcal_mol": 65.0, "max_force_ev_per_a": 4.7, "elements": ["C", "C", "C", "C", "C", "C", "C", "C", "C", "N", "O", "H", "H", "H", "H", "H", "H", "H", "H", "H", "H", "H", "H", "H", "H", "H", "H", "H", "H", "H", "C", "C", "C", "C", "C", "C", "C", "C", "C", "N", "O", "H", "H", "H", "H", "H", "H", "H", "H", "H", "H", "H", "H", "H", "H", "H", "H", "H", "H", "H", "C", "C", "C", "C", "C", "C", "C", "C", "C", "N", "O", "H", "H", "H", "H", "H", "H", "H", "H", "H", "H", "H", "H", "H", "H", "H", "H", "H", "H", "H", "C", "C", "C", "C", "C", "C", "C", "C", "C", "N", "O", "H", "H", "H", "H", "H", "H", "H", "H", "H", "H", "H", "H", "H", "H", "H", "H", "H", "H", "H", "C", "C", "C", "C", "C", "C", "C", "C", "C", "N", "O", "H", "H", "H", "H", "H", "H", "H", "H", "H", "H", "H", "H", "H", "H", "H", "H", "H", "H", "H", "N", "C", "N", "O", "H", "H", "H", "H", "N", "C", "N", "O", "H", "H", "H", "H", "N", "C", "N", "O", "H", "H", "H", "H"], "positions_angstrom": [[-1.397, 5.111, 6.036], [0.045, 5.257, 6.608], [0.199, 6.796, 6.712], [0.301, 4.856, 8.077], [0.269, 3.370, 8.356], [1.292, 2.661, 7.434], [1.231, 2.960, 5.876], [2.507, 2.481, 5.176], [-0.014, 2.177, 5.339], [1.115, 4.458, 5.823], [1.072, 4.952, 4.540], [-2.013, 5.981, 6.264], [-1.423, 4.933, 4.961], [-1.711, 4.152, 6.449], [0.370, 7.153, 5.696], [-0.564, 7.339, 7.270], [1.110, 7.135, 7.204], [1.333, 5.052, 8.366], [-0.437, 5.439, 8.627], [0.451, 3.240, 9.423], [-0.730, 2.996, 8.134], [1.290, 1.581, 7.578], [2.203, 3.140, 7.792], [2.425, 2.743, 4.121], [2.558, 1.393, 5.204], [3.343, 2.907, 5.730], [0.022, 1.106, 5.536], [0.049, 2.311, 4.259], [-0.983, 2.479, 5.738], [1.985, 4.873, 4.256], [4.447, -4.999, -4.724], [4.931, -3.745, -3.982], [5.436, -4.113, -2.525], [6.187, -3.228, -4.786], [6.519, -1.713, -4.547], [5.320, -0.875, -4.788], [4.169, -1.246, -3.808], [4.471, -0.930, -2.331], [2.947, -0.488, -4.254], [3.894, -2.678, -4.052], [2.742, -3.120, -3.385], [3.537, -5.256, -4.181], [4.212, -4.780, -5.766], [5.164, -5.820, -4.717], [5.730, -3.165, -2.075], [4.650, -4.498, -1.875], [6.202, -4.871, -2.684], [7.003, -3.917, -4.567], [6.077, -3.377, -5.860], [6.983, -1.597, -3.567], [7.278, -1.385, -5.257], [5.043, -0.826, -5.841], [5.669, 0.078, -4.389], [5.506, -1.132, -2.053], [3.923, -1.524, -1.599], [4.296, 0.126, -2.126], [3.094, 0.583, -4.395], [2.184, -0.452, -3.476], [2.560, -0.836, -5.212], [2.196, -3.268, -4.161], [-1.394, 4.511, -0.965], [-0.754, 3.114, -1.023], [-1.777, 2.031, -1.220], [0.057, 3.148, -2.419], [1.395, 3.842, -2.340], [2.189, 3.338, -1.168], [1.543, 3.323, 0.249], [2.300, 2.343, 1.162], [1.729, 4.694, 0.861], [0.170, 2.871, 0.098], [-0.556, 2.878, 1.345], [-2.055, 4.499, -0.098], [-0.678, 5.320, -0.822], [-1.932, 4.820, -1.861], [-2.269, 1.894, -0.257], [-2.459, 2.265, -2.038], [-1.282, 1.062, -1.283], [0.039, 2.146, -2.847], [-0.476, 3.715, -3.183], [1.836, 3.397, -3.232], [1.352, 4.932, -2.352], [3.056, 3.997, -1.114], [2.607, 2.361, -1.409], [1.858, 2.357, 2.158], [3.316, 2.652, 1.408], [2.276, 1.312, 0.809], [1.324, 5.316, 0.062], [2.726, 4.956, 1.213], [1.101, 4.730, 1.751], [-0.729, 3.813, 1.483], [-2.575, 1.349, -5.292], [-1.747, 0.142, -5.694], [-0.410, 0.631, -6.353], [-1.411, -0.669, -4.416], [-1.128, -2.116, -4.668], [-2.110, -2.768, -5.755], [-2.252, -2.031, -7.086], [-1.030, -2.216, -7.958], [-3.394, -2.607, -7.828], [-2.588, -0.648, -6.727], [-3.043, 0.240, -7.720], [-2.799, 2.100, -6.050], [-3.575, 1.174, -4.894], [-2.084, 1.868, -4.469], [0.204, -0.153, -6.797], [-0.717, 1.205, -7.227], [0.195, 1.330, -5.776], [-0.533, -0.392, -3.832], [-2.286, -0.628, -3.767], [-0.130, -2.362, -5.032], [-1.294, -2.680, -3.749], [-3.090, -3.076, -5.392], [-1.525, -3.665, -5.956], [-1.070, -3.067, -8.638], [-0.154, -2.345, -7.323], [-0.749, -1.435, -8.665], [-3.350, -3.694, -7.897], [-3.454, -2.114, -8.799], [-4.386, -2.416, -7.418], [-4.003, 0.226, -7.691], [-4.107, -3.900, 3.715], [-4.619, -2.668, 3.059], [-5.225, -2.929, 1.671], [-5.707, -2.264, 4.099], [-6.090, -0.786, 3.925], [-4.858, 0.138, 3.739], [-3.736, -0.237, 2.814], [-4.028, 0.111, 1.346], [-2.504, 0.547, 3.264], [-3.479, -1.710, 3.008], [-2.332, -2.157, 2.314], [-4.757, -4.774, 3.687], [-3.241, -4.245, 3.152], [-3.867, -3.863, 4.778], [-5.712, -3.904, 1.662], [-5.943, -2.131, 1.483], [-4.536, -2.910, 0.827], [-6.612, -2.850, 3.938], [-5.427, -2.461, 5.133], [-6.820, -0.584, 3.141], [-6.733, -0.537, 4.769], [-4.531, 0.357, 4.756], [-5.325, 1.067, 3.412], [-4.767, -0.528, 0.863], [-3.056, 0.000, 0.866], [-4.322, 1.158, 1.275], [-2.556, 1.603, 2.997], [-1.635, 0.344, 2.638], [-2.435, 0.506, 4.351], [-1.573, -1.808, 2.787], [0.631, -0.429, 1.915], [0.609, -1.123, 0.822], [0.475, -0.355, -0.234], [0.661, -2.335, 0.824], [0.621, -0.986, 2.758], [0.462, 0.565, 1.964], [0.528, 0.649, -0.146], [0.589, -0.820, -1.124], [-0.043, -4.015, 3.134], [-0.135, -3.411, 4.347], [-0.663, -4.078, 5.353], [0.253, -2.232, 4.547], [-0.497, -4.911, 3.029], [-0.141, -3.405, 2.334], [-0.547, -3.542, 6.201], [-1.198, -4.896, 5.098], [1.621, -4.477, -0.775], [1.772, -5.638, -0.255], [1.318, -5.768, 0.953], [2.282, -6.554, -0.878], [2.095, -4.268, -1.642], [1.432, -3.733, -0.119], [1.382, -6.625, 1.482], [0.730, -4.999, 1.242]], "forces_ev_per_angstrom": [[0.9, -1.6, 0.4], [0.7, -0.1, 0.6], [2.4, 0.2, -1.4], [-0.6, -1.0, -0.5], [-1.3, -0.4, -1.3], [0.5, 1.0, 0.0], [-2.5, -0.1, 2.5], [-1.0, 0.3, 0.6], [0.8, 0.4, -0.5], [-0.3, 1.1, 2.0], [-0.1, 0.0, -2.1], [-0.1, -0.4, 0.2], [0.4, 0.3, -0.1], [-1.0, 0.3, 0.2], [-0.7, 0.5, -0.1], [-0.5, -0.6, -0.5], [0.4, -0.5, 0.2], [-0.1, 1.2, -0.2], [0.2, -0.2, 0.6], [0.2, -0.5, -0.1], [-0.3, -0.3, 0.2], [0.2, 0.1, 0.1], [0.7, -0.6, -0.1], [0.5, 0.2, 0.0], [0.0, 0.0, 0.2], [0.3, 0.1, -0.5], [0.5, -0.1, 0.0], [-0.7, -0.1, -0.2], [0.2, 0.4, -0.2], [0.1, 0.3, -0.2], [-0.8, 0.7, 0.7], [1.7, 0.7, -0.3], [-1.2, 0.7, -1.3], [-0.2, 0.6, 0.3], [1.0, -2.5, -0.7], [-0.1, 0.7, 2.4], [0.2, -1.0, -0.5], [0.7, 0.2, 0.1], [-0.9, 1.0, 0.2], [1.2, -0.6, -1.0], [-0.5, 0.1, 0.2], [0.0, -0.7, -0.3], [-0.1, 0.2, 0.0], [0.0, 0.1, 0.3], [0.8, -0.4, 0.1], [-0.1, -0.3, -0.2], [0.2, 0.3, 0.6], [0.3, 0.3, 0.4], [-0.6, 0.1, -0.1], [-0.3, 0.2, 0.2], [0.3, -0.2, -0.1], [-0.3, 0.0, 0.2], [-0.4, 0.8, -0.7], [0.2, 0.2, -0.3], [-0.6, 0.0, -0.4], [-0.1, 0.1, 0.0], [0.8, 0.1, -0.1], [-0.4, -0.6, -0.1], [-0.1, -0.3, 0.2], [-0.7, -0.2, 0.3], [-0.2, 0.0, 0.9], [1.6, 1.9, -3.2], [0.1, -0.5, 1.9], [-1.1, 0.5, 1.2], [-0.3, -1.6, -0.1], [1.1, 0.0, 0.5], [1.7, -0.5, -0.5], [-0.3, -0.2, 0.4], [-1.5, 0.2, -0.1], [-1.0, -1.6, 0.2], [0.6, -0.1, -0.9], [-0.4, 0.4, -0.1], [0.3, -0.2, 0.2], [-0.3, -0.5, 0.1], [-0.8, 0.3, -0.1], [0.1, -0.2, 0.1], [0.0, 0.0, -0.8], [0.8, -0.3, 0.2], [-0.8, 0.0, 0.3], [0.8, 1.0, -0.2], [-0.2, -0.1, -0.3], [0.3, -0.1, 0.3], [-0.2, -0.3, 0.1], [-0.5, -0.1, 0.0], [0.2, 0.1, -0.7], [0.3, 0.1, -0.1], [0.3, 1.0, 0.6], [0.1, -0.1, -0.6], [-0.2, 0.4, 0.1], [-0.3, 0.4, 0.5], [-0.4, 1.0, 0.5], [0.8, -0.1, -1.2], [-1.0, 0.3, -1.0], [-0.7, -0.7, -0.3], [-2.0, -1.5, -1.6], [1.8, -0.2, 0.8], [0.0, 1.1, 0.3], [1.7, -0.1, -0.4], [-1.8, -0.1, -0.9], [0.1, 0.7, 3.0], [1.0, -0.4, -0.8], [0.6, -0.2, -0.4], [0.0, -0.9, 0.1], [0.4, 0.1, 0.0], [0.0, -0.2, 0.6], [-0.1, 0.2, -0.2], [-0.1, -0.3, 0.5], [-0.1, 1.3, -0.2], [0.0, 0.1, 0.2], [0.2, 0.5, 0.1], [0.2, -0.1, 0.1], [0.1, 0.3, 0.3], [-0.5, -0.5, -0.4], [-0.3, -0.5, 0.4], [0.2, -0.1, -0.1], [-0.6, 0.6, 0.3], [0.4, 0.0, -0.4], [0.2, -0.5, -0.4], [0.1, 0.2, 0.7], [-0.1, -0.2, 0.3], [1.4, -2.6, -0.5], [0.4, 0.0, 0.6], [-0.3, 0.1, 0.2], [-0.5, 1.8, -1.3], [-0.1, -0.4, -0.2], [-2.3, 0.5, 1.4], [0.0, -1.3, -0.5], [0.6, 0.0, 0.3], [-0.2, 0.6, -0.5], [-0.5, 1.7, 2.0], [-1.0, -0.4, -1.1], [-0.7, 0.2, -0.4], [0.4, -0.1, 0.2], [0.3, 0.8, -0.1], [-0.3, 0.1, 0.0], [-0.3, -0.2, -0.1], [0.4, 0.0, 0.3], [0.1, -0.3, -0.2], [0.5, 0.2, -0.2], [0.2, -0.6, -0.7], [0.5, 0.6, 0.5], [0.6, -0.1, 0.0], [0.4, 0.4, -0.2], [0.1, 0.2, 0.1], [-0.2, -0.1, -0.5], [-0.1, 0.0, -0.1], [-0.8, 0.3, 0.2], [0.3, -0.9, 0.7], [0.8, -0.3, -0.2], [0.0, 0.1, 0.6], [0.1, 1.1, 3.9], [-0.3, 0.2, -0.3], [0.0, 0.3, -3.1], [0.1, -2.0, -0.3], [0.1, 0.2, 0.6], [0.0, -0.2, 0.0], [0.0, 0.1, -0.3], [-0.1, 0.4, 0.0], [-0.3, -0.5, 0.1], [0.9, 2.9, -0.9], [0.0, -0.9, 0.3], [-0.2, -0.9, -0.8], [-0.1, 0.1, 0.0], [0.4, 0.2, -0.2], [-0.8, -0.8, 0.3], [-0.1, 0.1, 1.2], [-0.5, 4.4, -1.4], [1.7, -3.6, -2.1], [-1.8, 0.2, 3.8], [0.8, -1.5, -0.5], [-0.1, 0.0, 0.1], [-0.1, 0.6, -0.6], [-0.1, 0.3, -0.4], [0.3, -0.5, 0.6]]}